{
  "formula": "C41H48BF2GeO2RbSb2",
  "method": "wB97M-V/def2-TZVPD",
  "elements": ["Rb", "C", "Sb", "C", "C", "C", "C", "C", "C", "C", "C", "C", "Sb", "C", "C", "H", "H", "H", "H", "H", "H", "H", "H", "H", "H", "H", "H", "H", "H", "H", "H", "H", "H", "H", "H", "C", "C", "C", "C", "C", "C", "Ge", "C", "C", "C", "C", "C", "C", "C", "C", "C", "C", "C", "C", "H", "H", "H", "H", "H", "H", "H", "H", "H", "H", "H", "H", "H", "H", "H", "F", "C", "F", "H", "C", "C", "C", "C", "C", "C", "C", "C", "O", "B", "O", "C", "C", "H", "H", "H", "H", "H", "H", "H", "H", "H", "H", "H", "H"],
  "positions_angstrom": [[-1.145, -0.481, -0.070], [-0.569, -0.679, 5.265], [0.036, -0.199, 3.247], [-1.531, 1.198, 2.787], [1.261, 1.572, 3.890], [2.682, 1.198, 4.099], [3.057, 0.637, 5.325], [4.345, 0.193, 5.573], [5.311, 0.315, 4.585], [4.963, 0.881, 3.369], [3.666, 1.320, 3.093], [3.381, 1.905, 1.744], [2.669, 0.462, 0.258], [4.294, -0.919, 0.586], [3.627, 1.474, -1.387], [0.229, -1.256, 5.733], [-1.481, -1.272, 5.259], [-0.733, 0.235, 5.839], [-1.745, 1.804, 3.669], [-2.440, 0.670, 2.499], [-1.215, 1.881, 1.993], [0.806, 1.954, 4.806], [1.129, 2.320, 3.107], [2.303, 0.542, 6.100], [4.594, -0.244, 6.533], [6.325, -0.022, 4.761], [5.719, 0.988, 2.598], [4.295, 2.318, 1.315], [2.641, 2.705, 1.782], [5.256, -0.420, 0.474], [4.226, -1.732, -0.138], [4.220, -1.333, 1.591], [4.648, 1.753, -1.122], [3.060, 2.370, -1.644], [3.645, 0.827, -2.264], [-4.364, 0.545, -5.245], [-4.012, -0.472, -4.368], [-2.749, -0.486, -3.791], [-1.810, 0.510, -4.066], [-2.180, 1.517, -4.957], [-3.440, 1.539, -5.542], [-0.061, 0.540, -3.105], [0.664, -1.294, -3.743], [1.733, -1.899, -3.082], [2.214, -3.148, -3.455], [1.618, -3.838, -4.502], [0.545, -3.262, -5.171], [0.081, -2.006, -4.797], [1.086, 1.792, -4.134], [1.910, 1.286, -5.146], [2.772, 2.110, -5.859], [2.829, 3.469, -5.580], [2.017, 3.991, -4.583], [1.158, 3.162, -3.871], [-5.349, 0.561, -5.696], [-4.722, -1.258, -4.138], [-2.483, -1.305, -3.128], [-1.467, 2.301, -5.192], [-3.704, 2.334, -6.231], [2.202, -1.377, -2.251], [3.053, -3.587, -2.926], [1.985, -4.815, -4.792], [0.075, -3.790, -5.993], [-0.748, -1.567, -5.342], [1.882, 0.227, -5.374], [3.401, 1.689, -6.635], [3.500, 4.115, -6.133], [2.052, 5.050, -4.356], [0.543, 3.594, -3.090], [-1.099, -2.811, 1.411], [-1.936, -2.086, 2.343], [-3.067, -1.760, 1.499], [-2.343, -2.900, 2.963], [-4.315, 6.759, 2.267], [-3.370, 7.077, 1.098], [-3.997, 8.174, 0.224], [-2.065, 7.621, 1.682], [-3.150, 5.815, 0.266], [-4.250, 5.195, -0.337], [-4.140, 4.020, -1.072], [-2.884, 3.470, -1.201], [-2.489, 2.326, -1.809], [-1.081, 2.186, -1.642], [-0.668, 3.333, -0.900], [-1.779, 4.083, -0.630], [-1.885, 5.244, 0.105], [-4.471, 7.653, 2.878], [-3.890, 5.977, 2.899], [-5.287, 6.414, 1.913], [-4.161, 9.079, 0.815], [-4.957, 7.857, -0.185], [-3.338, 8.419, -0.611], [-2.273, 8.516, 2.271], [-1.358, 7.894, 0.896], [-1.592, 6.890, 2.340], [-5.233, 5.633, -0.217], [-5.004, 3.545, -1.517], [-0.997, 5.673, 0.547]],
  "lowdin_charge": [0.670, -0.326, 1.269, -0.355, -0.340, -0.302, -0.067, -0.107, -0.110, -0.082, -0.287, -0.328, 1.302, -0.326, -0.328, -0.012, -0.010, -0.003, 0.009, -0.013, -0.011, 0.054, 0.037, 0.103, 0.093, 0.092, 0.104, 0.054, 0.046, 0.003, -0.011, -0.001, 0.000, -0.003, -0.005, -0.110, -0.095, -0.130, -0.330, -0.100, -0.095, 0.898, -0.308, -0.138, -0.104, -0.115, -0.103, -0.120, -0.303, -0.106, -0.100, -0.113, -0.100, -0.120, 0.091, 0.096, 0.097, 0.098, 0.094, 0.051, 0.094, 0.090, 0.093, 0.091, 0.088, 0.094, 0.091, 0.095, 0.081, -0.281, -0.398, -0.258, 0.039, -0.050, -0.564, -0.053, -0.074, -0.176, -0.042, 0.025, -0.219, 0.098, -0.547, 0.096, -0.204, 0.065, 0.081, 0.091, 0.075, 0.080, 0.074, 0.089, 0.082, 0.086, 0.086, 0.103, 0.121, 0.116],
  "lumo_ev": [2.172, 2.171],
  "relative_energy_kj_mol": 101.0,
  "e_tot_ev": -123748.5502,
  "spin_multiplicity": 2,
  "s_squared": 0.755,
  "charge": -1,
  "orbital_gap_ev": [4.7, 6.4]
}